Record 1
Computed, not measured: a 10-piece molecular cluster, C17H39F2NO13 overall in a non-equilibrium geometry, with ωB97M-V with the def2-TZVPD basis set.

Element x y z (Å)
F -6.1825 -0.7652 1.9704
F -7.0043 -2.2919 -0.7720
O -0.9793 0.4671 -5.6701
O 4.5289 3.6196 5.4206
O 1.3147 6.3865 7.1311
O 1.6611 -0.4944 -1.4867
O 2.2745 2.1536 2.2914
O 3.1403 -3.1038 0.1950
O -1.3349 -4.3368 0.7602
O -5.2488 -2.1105 -2.1127
O -2.8237 -5.1638 -1.5896
O -5.9653 -2.9527 1.7977
O -3.2376 0.3945 0.4860
O 2.2832 0.9381 -4.5556
O -0.4072 2.2059 -2.2651
N -5.1052 -1.5159 0.1241
C 4.3508 4.8988 6.0328
C 3.5855 1.8811 2.7907
C -3.7026 -1.8587 0.2054
C 4.3603 -3.3591 -0.4904
C -0.8492 -2.1547 0.0851
C -5.7235 -2.0081 -1.0163
C 2.3000 0.2901 -0.4765
C 0.5510 5.2166 7.4142
C -1.5313 -0.6059 -4.9096
C -1.7775 -3.2689 0.3795
C -3.6640 -5.7676 -2.5731
C -1.3320 -0.9127 0.0315
C -3.2310 -3.0894 0.2489
C -2.7812 -0.7018 0.2463
C 2.2373 0.3713 -5.8654
C -5.7833 -1.8584 1.3464
C -1.8346 2.2143 -2.3029
H 2.2977 -0.6171 -2.1965
H -0.1041 3.0811 -2.5140
H 0.3583 4.6446 6.5028
H 3.8070 0.8120 2.7180
H 3.6719 2.2056 3.8289
H 1.1298 4.6025 8.0991
H 3.1772 -0.2373 -0.0860
H 0.1911 -2.3548 -0.0788
H 1.2704 0.5796 -6.3183
H 1.5957 0.4560 0.3322
H 5.1746 3.7256 4.7191
H -2.2300 2.9529 -1.6021
H 2.1634 1.8849 -4.6406
H 4.2954 2.4335 2.1784
H 1.6542 1.6659 2.8369
H -0.8484 -0.9065 -4.1104
H -3.0922 -6.0339 -3.4649
H -4.1505 -6.6609 -2.1736
H 4.7849 -4.2720 -0.0815
H -0.7206 -0.0599 -0.1880
H -2.4943 -0.3239 -4.4762
H -0.8454 1.2016 -5.0656
H 5.2919 5.2576 6.4574
H -4.4256 -5.0415 -2.8471
H -0.3995 5.4744 7.8881
H 3.9779 5.6240 5.3065
H 2.3634 -0.7041 -5.7701
H 5.0725 -2.5415 -0.3432
H 3.0365 0.7688 -6.4982
H -2.1819 2.4375 -3.3162
H -2.1467 -5.7993 -1.3420
H 2.6065 1.2547 -0.8839
H 0.8034 6.9273 6.5264
H 3.6207 4.7926 6.8284
H 2.7684 -2.2975 -0.1714
H -1.6812 -1.4448 -5.5842
H -2.1866 1.2323 -2.0016
H 4.1869 -3.4987 -1.5613
H -3.8812 -3.9384 0.2218

2S+1: 1
Lowest unoccupied orbital energy, eV: -1.402
Structure (SMILES): O=C1C=CC(=O)C(N(C(=O)F)C(=O)F)=C1.CO.CO.CO.CO.CO.CO.CO.CO.CO
E_HOMO, eV: -10.19

***

Record 2
Computed, not measured: C22H29BaN3O7 as an isolated structure, with ωB97M-V with the def2-TZVPD basis set.

Element x y z (Å)
Ba -0.2987 0.0577 0.2746
O 0.2328 4.9174 0.1471
O 2.0751 -0.2540 -0.6029
O 0.2197 2.7720 0.7710
O -1.5515 -0.2212 -4.3161
O -1.1414 -0.5471 -2.1971
O 0.2034 -0.1156 2.7606
O 1.7248 -1.7833 1.4862
N 1.0419 -0.5577 4.8088
N 4.1321 -1.0410 -1.0953
N -0.7112 2.0500 -1.6855
C 1.8843 -1.8130 2.8901
C 4.3195 -0.0711 -2.1696
C -1.1465 1.7194 -2.9018
C 0.0138 3.6320 -0.0584
C 3.0112 -1.0418 -0.3839
C -2.9912 0.1250 2.2204
C 5.2388 -1.9722 -0.9045
C -3.2428 1.2993 1.5222
C 0.1521 0.4067 5.4493
C 0.9708 -0.7577 3.4953
C -0.7594 4.3580 -2.3411
C -3.7706 0.0244 -0.4758
C -0.5133 3.3400 -1.4289
C -1.4032 2.6645 -3.8874
C -3.6252 1.2461 0.1850
C -1.2855 0.2374 -3.1068
C 1.8404 -1.3661 5.7228
C -1.2195 4.0064 -3.5981
C 2.8936 -2.0636 0.7407
C -3.4893 -1.1452 0.2320
C -4.2917 -0.0291 -1.8848
C -3.1117 -1.0966 1.5692
H 2.6485 -1.8801 5.2130
H -0.5876 5.3880 -2.0671
H 6.0765 -1.4751 -0.4132
H -4.0369 0.8756 -2.4398
H 4.1860 -0.5504 -3.1403
H 0.5754 5.0584 1.0463
H -1.6043 0.4517 -5.0070
H -3.1656 2.2578 2.0198
H 2.9184 -1.5893 3.1650
H 2.2771 -0.7155 6.4782
H 1.6331 -2.8008 3.2893
H 1.2174 -2.1062 6.2283
H -2.7107 0.1623 3.2641
H 3.7808 -2.0127 1.3752
H -1.4266 4.7604 -4.3449
H 2.8377 -3.0716 0.3190
H 3.6023 0.7353 -2.0660
H -3.5977 -2.1020 -0.2654
H 5.3295 0.3315 -2.1112
H 4.9498 -2.8404 -0.3213
H -1.7630 2.3925 -4.8711
H 0.7293 1.0212 6.1382
H -3.8527 2.1643 -0.3454
H -5.3810 -0.0967 -1.8667
H -2.9317 -2.0188 2.1081
H -3.9150 -0.8990 -2.4208
H 5.5715 -2.3256 -1.8791
H -0.3035 1.0380 4.6953
H -0.6274 -0.1116 6.0100

Energy relative to the best compared isomer or geometry (same formula, charge and spin), kcal per mole: 0.0
2S+1: 1
Lowest unoccupied orbital energy, eV: -5.874
Net charge: +2
E_HOMO, eV: -14.37

***

no.,gap between HOMO and LUMO (eV)
1,8.8
2,8.5